ORCA calculation (wB97M-V/def2-TZVPD) on a 11-piece molecular cluster, C72H84F10N17O20S10 overall at a distorted geometry.

```
213
Properties=species:S:1:pos:R:3
C 13.03902 -1.31203 -1.36483
N 11.64270 -1.57109 -0.91002
C 11.28880 -2.83069 -0.50456
C 10.00361 -3.07306 -0.02189
C 9.08496 -2.03320 0.06493
C 9.50832 -0.72475 -0.28099
C 10.79418 -0.55908 -0.75824
C 7.70430 -2.25645 0.51537
C 6.99690 -3.41540 0.21425
C 5.73947 -3.69581 0.79805
N 5.18620 -2.77090 1.59546
C 5.87099 -1.65773 1.96586
C 7.14889 -1.37933 1.42574
C 3.82729 -3.03517 2.13949
H 13.64391 -0.78971 -0.62363
H 12.98970 -0.66824 -2.24301
H 13.46351 -2.23477 -1.76037
H 12.06781 -3.57864 -0.51575
H 9.75938 -4.04782 0.37383
H 8.83406 0.10051 -0.10574
H 11.25776 0.40739 -0.89024
H 7.33127 -4.24528 -0.39064
H 5.21640 -4.62247 0.61334
H 5.36631 -0.90062 2.54766
H 7.64448 -0.47944 1.75887
H 3.06117 -2.79285 1.40298
H 3.68019 -2.37806 2.99662
H 3.71186 -4.05981 2.49288
C 1.63519 -2.79139 5.25761
N 1.76723 -1.59034 6.10077
C 1.43187 -0.30796 5.74119
C 1.84527 0.78088 6.53429
C 2.55090 0.52785 7.75037
C 2.75594 -0.80327 8.16213
C 2.37960 -1.82511 7.27971
C 3.07692 1.67552 8.54228
C 2.50136 1.85706 9.83684
C 2.98319 2.91633 10.63976
N 3.94501 3.74373 10.12924
C 4.49511 3.56681 8.94209
C 4.08975 2.54313 8.07661
C 4.43998 4.87880 10.89799
H 2.62997 -2.98310 4.85541
H 0.99663 -2.54485 4.40935
H 1.23040 -3.62614 5.82983
H 0.86140 -0.26809 4.82502
H 1.45590 1.72029 6.17054
H 3.35320 -1.12515 9.00241
H 2.54324 -2.87719 7.46071
H 1.76659 1.13803 10.16777
H 2.61187 3.23854 11.60137
H 5.19779 4.32030 8.61822
H 4.54248 2.36774 7.11190
H 4.11945 4.74290 11.93090
H 3.84911 5.69905 10.49034
H 5.52161 4.97149 10.80010
C 5.14548 2.46513 -8.47003
N 4.49349 1.55605 -7.58886
C 5.19114 0.57937 -6.96990
C 4.51467 -0.16615 -5.99167
C 3.13946 -0.00644 -5.71053
C 2.47125 1.00606 -6.46942
C 3.19267 1.82324 -7.33105
C 2.35141 -0.85755 -4.75383
C 0.96001 -1.13560 -4.96080
C 0.24297 -1.87029 -4.00712
N 0.79702 -2.29882 -2.87042
C 2.13114 -2.09102 -2.66113
C 2.90558 -1.30775 -3.59063
C 0.10547 -3.12887 -1.94361
H 6.14488 2.65313 -8.07764
H 4.61582 3.40739 -8.61040
H 5.20760 1.95468 -9.43111
H 6.22312 0.46373 -7.26663
H 5.04737 -0.93022 -5.44501
H 1.44400 1.27907 -6.27804
H 2.72414 2.65619 -7.83412
H 0.39069 -0.69601 -5.76643
H -0.81625 -2.03912 -4.13348
H 2.43747 -2.37935 -1.66643
H 3.92937 -1.08414 -3.32937
H 0.37278 -4.18442 -1.99307
H -0.96015 -2.90216 -1.97762
H 0.35587 -2.70835 -0.96967
C -2.81289 -2.99625 5.26133
N -3.85117 -2.78647 4.18956
C -5.16097 -2.85335 4.55049
C -6.21913 -2.77615 3.61811
C -5.94756 -2.55998 2.27857
C -4.57650 -2.49756 1.95943
C -3.52727 -2.61459 2.88829
C -6.96211 -2.48650 1.19670
C -6.88664 -3.22116 -0.00175
C -7.70953 -2.92400 -1.06950
N -8.72559 -2.06922 -0.91062
C -8.84537 -1.41264 0.23196
C -7.95904 -1.56624 1.29662
C -9.68315 -1.90802 -2.00528
H -3.07835 -3.88547 5.83310
H -2.85168 -2.16370 5.96379
H -1.87439 -3.03621 4.70841
H -5.47517 -3.10700 5.55216
H -7.23751 -2.87146 3.96484
H -4.35483 -2.35505 0.91207
H -2.46361 -2.57606 2.70511
H -6.18234 -4.01039 -0.21963
H -7.65938 -3.46751 -2.00143
H -9.78079 -0.87668 0.29630
H -8.20519 -1.03539 2.20437
H -9.48002 -2.66483 -2.76296
H -9.67860 -0.88577 -2.38354
H -10.64628 -2.15542 -1.55886
C 4.48529 5.68790 5.79361
N 3.84195 5.15788 4.57841
C 2.60719 4.57942 4.68928
C 1.88023 4.18019 3.55821
C 2.48480 4.32002 2.24202
C 3.77014 4.85095 2.19608
C 4.49254 5.25587 3.35288
C 1.99506 3.66806 1.00931
C 0.67444 3.86494 0.56411
C 0.23883 3.29205 -0.67904
N 1.11294 2.59773 -1.37024
C 2.43413 2.37692 -0.96004
C 2.90194 2.91392 0.21701
C 0.65840 1.93845 -2.59281
H 4.57266 6.77384 5.75895
H 5.44860 5.19415 5.92144
H 3.82349 5.53043 6.64528
H 2.14172 4.51223 5.66151
H 0.92386 3.68151 3.61358
H 4.19711 5.02498 1.21944
H 5.45852 5.73460 3.28886
H 0.01040 4.58544 1.01835
H -0.79356 3.34787 -0.99123
H 3.08831 1.83082 -1.62353
H 3.88984 2.75792 0.62459
H 1.03221 0.91664 -2.52745
H 1.14092 2.37587 -3.46685
H -0.42966 1.89586 -2.64176
C -7.40608 4.68028 -9.75025
N -7.24091 3.97550 -8.47978
C -7.65704 4.49304 -7.31551
C -7.56953 3.87180 -6.04489
C -6.86052 2.62350 -5.94282
C -6.33857 2.12794 -7.15762
C -6.59953 2.75502 -8.41597
C -6.39165 1.94038 -4.63702
C -6.31708 2.67209 -3.43947
C -5.70465 2.05988 -2.31973
N -5.47916 0.71953 -2.32327
C -5.67974 -0.00744 -3.41789
C -6.11281 0.57504 -4.62053
C -4.70850 0.19220 -1.13258
H -8.46674 4.76615 -9.98634
H -6.99135 4.08704 -10.56522
H -6.83034 5.60170 -9.66308
H -8.10764 5.46448 -7.45579
H -8.05644 4.26409 -5.16431
H -5.72848 1.24048 -7.23900
H -6.24524 2.35617 -9.35501
H -6.42654 3.73823 -3.57268
H -5.48444 2.60202 -1.41199
H -5.35008 -1.03560 -3.39320
H -6.25696 0.01369 -5.53186
H -5.39063 -0.25815 -0.41147
H -4.02144 0.89070 -0.65494
H -4.24372 -0.72018 -1.50626
N 0.42556 -0.31771 -0.39957
S 0.95241 -0.31483 1.00827
O 0.85798 -1.52621 1.78857
O 0.82884 0.90547 1.74701
F 2.54360 -0.41214 0.60502
S -1.22109 -0.30475 0.01344
O -1.76398 0.99644 0.45517
O -1.75499 -1.54647 0.59972
F -1.73269 -0.55360 -1.50871
N -3.32012 2.03892 4.20975
S -3.49120 2.27484 2.72760
O -4.30119 1.27671 2.04200
O -2.56466 3.16804 2.07654
F -4.78962 3.34395 2.98271
S -1.79422 1.28679 4.02443
O -0.60352 2.11977 4.30178
O -1.62807 0.10390 3.12835
F -1.89533 0.57104 5.46509
N -5.16843 -3.41297 -2.94464
S -3.70577 -4.05213 -2.45829
O -2.52863 -3.66187 -3.22835
O -3.61864 -5.41365 -1.92656
F -3.48975 -3.21346 -1.08562
S -5.46496 -4.48060 -3.88015
O -6.08095 -5.75321 -3.38878
O -4.67327 -4.58252 -5.10122
F -6.77771 -3.82490 -4.49432
N -3.15770 0.42621 -6.37004
S -2.64271 1.04073 -7.87372
O -1.44697 0.47745 -8.47874
O -3.11030 2.43981 -8.28294
F -3.75865 0.30431 -8.75119
S -2.51579 1.46380 -5.55077
O -3.30189 2.68935 -5.28278
O -1.08332 1.63306 -5.67864
F -2.53609 0.72837 -4.09124
N -2.23152 -5.66855 2.95414
S -0.55214 -5.51984 3.13854
O 0.04232 -4.15774 2.92370
O 0.19375 -6.78423 2.95191
F -0.56075 -5.45891 4.78968
S -2.31999 -5.62742 1.41632
O -2.19625 -6.93883 0.78176
O -1.97418 -4.40531 0.66633
F -3.86781 -5.52938 1.48727
```

Properties
Lowest unoccupied orbital energy = -0.51929 Ha
DFT total energy = -277749.70702 eV
Orbital gap = 4.16 eV
2S+1 = 1
ΔE to the lowest compared entry with this formula, charge and spin = 0.000 eV
Net charge = +7
HOMO level = -18.29 eV

ORCA calculation (wB97M-V/def2-TZVPD) on an isolated ion of composition C7H11O and charge -1 at a distorted geometry.

```
19
Properties=species:S:1:pos:R:3
C -2.99669 -0.16986 0.98094
C -1.94104 -0.65817 0.35226
C -0.55401 -0.32627 0.50312
C 0.22873 -0.66949 1.54446
C -0.04762 0.63503 -0.52772
C 1.43945 0.99934 -0.49170
C 2.11377 -0.19634 -1.24882
O 2.81574 0.21478 -2.29817
H -3.94347 -0.51036 0.50560
H -2.83486 0.61765 1.74316
H -2.09555 -1.34712 -0.50809
H 1.34063 -0.52658 1.46967
H 0.03587 -1.10170 2.47316
H -0.37647 0.26883 -1.45227
H -0.71256 1.52827 -0.34920
H 1.80789 1.15185 0.62035
H 1.73146 1.97722 -1.08678
H 1.22830 -0.90289 -1.67368
H 2.76043 -0.98421 -0.55630
```

Properties
Lowest unoccupied orbital energy = 0.12860 Ha
DFT total energy = -9481.61688 eV
Orbital gap = 5.60 eV
2S+1 = 1
ΔE to the lowest compared entry with this formula, charge and spin = 1.484 eV
Net charge = -1
HOMO level = -2.10 eV